No. 1
Density functional theory data (wB97M-V/def2-TZVPD) for 11 unconnected molecules or ions with the total composition C10H40N20O14S.

Geometry as XYZ:
```
85
Properties=species:S:1:pos:R:3:forces:R:3:mulliken_charge:R:1
S -0.739 0.686 0.039 -2.6 3.3 -0.3 1.067
O -1.116 0.793 -1.392 0.5 0.4 -1.4 -0.785
O 0.506 0.018 0.195 3.3 -2.6 0.4 -0.681
O -0.580 2.044 0.670 0.0 0.4 -0.3 -0.823
O -1.885 0.035 0.663 -1.0 -1.4 1.5 -0.769
C -4.063 1.998 5.744 -1.6 4.7 1.6 0.674
O -4.682 2.396 6.751 0.8 -0.9 -0.5 -0.715
N -4.066 0.838 5.217 -0.5 -4.9 -0.6 -0.339
N -3.437 2.839 4.904 1.2 2.1 -0.5 -0.379
H -3.563 0.736 4.347 -0.4 -0.9 0.2 0.199
H -4.686 0.160 5.637 0.4 -0.2 -0.5 0.206
H -3.376 3.823 5.124 0.0 -0.4 -0.1 0.180
H -3.077 2.487 4.029 0.1 0.6 0.1 0.173
C 1.714 2.322 -5.984 3.2 -4.7 -1.4 0.560
O 2.552 2.477 -6.791 4.2 1.2 -4.3 -0.676
N 0.939 3.171 -5.564 -6.1 6.2 3.8 -0.313
N 1.544 1.136 -5.436 -0.4 -3.4 1.3 -0.374
H 0.488 2.781 -4.749 -0.8 1.6 0.3 0.194
H 1.119 4.157 -5.689 -0.2 -0.3 0.2 0.251
H 2.062 0.376 -5.854 -0.3 0.1 0.4 0.184
H 0.857 1.004 -4.707 0.3 -0.7 -0.1 0.170
C 0.434 -4.641 -3.178 -2.8 -2.1 -1.0 0.624
O 0.341 -5.708 -3.707 -0.2 -3.2 -2.8 -0.692
N 1.329 -4.435 -2.322 5.7 3.8 5.6 -0.321
N -0.579 -3.788 -3.194 -2.2 1.9 -0.8 -0.377
H 2.190 -4.897 -2.064 -0.6 -0.7 -1.0 0.192
H 1.235 -3.596 -1.768 0.0 0.1 0.0 0.171
H -0.557 -2.814 -2.929 0.0 -0.2 0.2 0.221
H -1.429 -4.209 -3.540 0.2 0.5 -0.1 0.179
C 2.674 -4.752 3.235 3.0 -3.0 2.0 0.663
O 2.665 -5.843 3.727 0.5 -2.9 0.9 -0.679
N 3.686 -4.002 2.941 7.0 1.9 -1.8 -0.349
N 1.703 -4.001 3.119 -9.4 4.2 -1.4 -0.296
H 4.646 -4.208 3.177 -0.4 -0.4 -0.3 0.173
H 3.550 -3.174 2.380 0.4 -0.2 0.4 0.143
H 1.828 -3.256 2.449 -1.3 0.2 0.5 0.159
H 0.784 -4.362 3.333 0.0 0.2 -0.4 0.183
C -5.205 5.353 -1.807 -2.1 3.3 1.5 0.590
O -6.317 5.822 -1.986 -1.2 -0.4 -0.3 -0.694
N -4.435 4.890 -2.715 2.7 -3.7 -5.4 -0.409
N -4.528 5.610 -0.711 1.1 0.5 3.7 -0.362
H -3.634 4.309 -2.511 0.1 0.2 0.5 0.251
H -4.858 4.549 -3.566 -0.3 0.3 0.1 0.238
H -3.579 5.295 -0.567 -0.3 0.1 0.1 0.183
H -4.943 6.249 -0.048 0.1 -0.4 -0.1 0.205
C 4.378 2.570 4.007 -2.9 0.6 -1.1 0.613
O 5.312 3.010 4.574 3.2 1.5 2.5 -0.637
N 3.162 3.136 3.958 0.0 1.3 1.0 -0.435
N 4.370 1.490 3.277 1.3 -3.2 -1.7 -0.427
H 2.467 2.709 3.362 -0.5 0.9 0.6 0.221
H 3.192 3.954 4.550 -1.4 0.1 -0.6 0.212
H 3.696 1.493 2.525 0.5 -0.7 -0.2 0.213
H 5.320 1.162 3.176 -0.4 -0.5 -0.8 0.240
C 7.457 -0.755 -2.099 0.9 0.1 1.3 0.655
O 7.721 -0.679 -0.899 -0.1 0.0 -0.6 -0.664
N 6.248 -0.892 -2.595 -2.8 -0.1 -0.2 -0.366
N 8.396 -0.738 -3.060 1.9 0.0 -0.1 -0.416
H 6.087 -0.982 -3.588 -0.2 0.1 0.5 0.168
H 5.490 -0.725 -1.949 -0.1 -0.1 -0.4 0.222
H 8.207 -0.698 -4.051 0.3 0.0 0.5 0.176
H 9.316 -0.763 -2.643 0.1 0.1 -0.8 0.223
C -3.636 -6.871 4.706 -0.5 1.6 3.8 0.648
O -4.111 -6.406 5.737 -1.1 1.0 -0.6 -0.661
N -3.282 -6.267 3.603 0.2 3.3 -3.9 -0.409
N -3.167 -8.071 4.725 1.9 -5.5 -0.8 -0.397
H -3.080 -6.734 2.730 -0.1 -0.4 0.5 0.210
H -3.487 -5.297 3.408 -0.2 -0.1 0.7 0.218
H -2.411 -8.246 4.079 -0.2 -0.6 0.3 0.186
H -3.336 -8.738 5.465 0.0 0.6 -0.1 0.207
C -5.949 -2.299 -2.814 -2.0 -6.0 0.4 0.673
O -6.691 -3.023 -3.464 -1.7 -0.9 -0.4 -0.728
N -5.471 -2.694 -1.637 1.0 0.3 2.3 -0.393
N -5.475 -1.264 -3.334 2.6 5.7 -1.8 -0.370
H -5.708 -3.580 -1.213 -0.1 0.4 -0.4 0.187
H -4.836 -2.066 -1.166 0.0 -0.4 0.4 0.188
H -5.758 -1.109 -4.292 0.4 0.3 0.3 0.223
H -4.670 -0.854 -2.882 0.0 0.6 -0.7 0.218
C 2.342 6.655 -1.039 1.3 1.0 -2.0 0.630
O 2.850 7.489 -1.740 0.5 2.8 -0.9 -0.679
N 1.307 6.749 -0.242 -2.5 0.6 1.9 -0.418
N 2.798 5.446 -1.094 1.6 -4.3 0.2 -0.377
H 1.006 5.794 -0.107 -1.4 0.7 0.7 0.212
H 0.640 7.466 -0.490 -0.1 -0.3 0.3 0.245
H 2.283 4.724 -0.611 0.7 -0.5 -0.4 0.180
H 3.515 5.240 -1.776 -0.3 -0.1 0.4 0.205
```
Forces are in eV/Å.

Calculated values
total energy	-80326.0348	eV
HOMO-LUMO gap	4.8	eV
charge	-2
energy relative to the best compared isomer or geometry (same formula, charge and spin)	305.7	kcal per mole
highest occupied orbital energy	-1.669	eV
F_max	10.37	eV/A
LUMO energy	3.10	eV

---

No. 2
Density functional theory data (wB97M-V/def2-TZVPD) for C6H4 in the gas phase.

Geometry as XYZ:
```
10
Properties=species:S:1:pos:R:3:forces:R:3:mulliken_charge:R:1
C -1.854 1.850 0.530 1.1 -1.9 -0.2 -0.147
C -1.223 0.823 0.367 1.2 1.3 -1.9 -0.435
C -0.235 -0.142 -0.221 0.5 0.5 1.1 0.435
C -0.434 -1.422 -0.022 -3.0 -5.3 5.1 -0.553
C 1.161 0.041 -0.611 8.7 0.9 0.2 -0.229
C 2.499 -0.020 -0.607 -6.5 1.4 -1.3 -0.277
H -2.392 2.749 0.632 -0.4 0.3 0.3 0.388
H -1.377 -1.779 0.756 2.0 1.4 -2.7 0.192
H 0.256 -2.340 0.145 -0.6 2.2 -1.7 0.317
H 3.601 0.239 -0.968 -3.1 -0.9 1.0 0.308
```
Forces are in eV/Å.

Calculated values
total energy	-6279.4427	eV
HOMO-LUMO gap	9.3	eV
energy relative to the best compared isomer or geometry (same formula, charge and spin)	69.9	kcal per mole
highest occupied orbital energy	-9.128	eV
F_max	8.77	eV/A
SMILES	C#CC(=C)C#C
LUMO energy	0.12	eV

---

No. 3
Density functional theory data (wB97M-V/def2-TZVPD) for a molecular structure, C4H3ClO.

Geometry as XYZ:
```
9
Properties=species:S:1:pos:R:3:forces:R:3:mulliken_charge:R:1
C -0.590 -0.353 0.369 2.3 1.5 0.6 -0.189
C 1.267 0.488 0.239 -3.3 -0.6 0.3 -0.317
C 1.537 -0.737 -0.034 2.1 -1.2 0.6 0.789
C -1.450 0.363 -0.296 1.6 -0.7 -0.7 -0.589
O 1.887 -1.880 -0.004 -0.9 1.5 -0.6 -0.500
Cl 1.487 2.188 0.141 -0.2 -1.7 -0.2 -0.101
H -0.662 -1.186 1.055 0.1 0.2 0.2 0.345
H -1.004 0.904 -1.084 0.2 1.4 -0.6 0.242
H -2.471 0.213 -0.385 -1.9 -0.4 0.3 0.320
```
Forces are in eV/Å.

Calculated values
total energy	-18761.6878	eV
HOMO-LUMO gap	9.4	eV
energy relative to the best compared isomer or geometry (same formula, charge and spin)	91.3	kcal per mole
highest occupied orbital energy	-8.935	eV
F_max	3.42	eV/A
LUMO energy	0.45	eV

---

No. 4
Density functional theory data (wB97M-V/def2-TZVPD) for a molecular structure, C28H40BrCoN4O8S3Si.

Geometry as XYZ:
```
86
Properties=species:S:1:pos:R:3:forces:R:3:mulliken_charge:R:1
Co 0.397 -0.226 -1.798 -0.1 0.0 -1.3 0.936
O 2.155 -0.702 -4.802 0.0 -0.1 0.0 -0.677
S 2.902 -0.180 -3.696 -0.1 0.0 0.1 1.623
O 4.263 -0.602 -3.542 0.1 0.0 0.0 -0.757
O 2.198 -0.358 -2.363 0.3 0.0 0.2 -0.654
C 2.936 1.587 -3.940 -0.1 0.1 -0.1 -0.693
C 4.149 2.152 -4.287 0.0 0.0 0.0 -0.520
C 4.227 3.501 -4.616 0.0 0.0 0.0 -0.624
C 3.090 4.286 -4.614 0.0 0.0 0.0 -0.597
C 1.869 3.736 -4.246 0.0 0.0 -0.1 -0.667
C 1.793 2.394 -3.912 0.1 -0.1 0.0 0.403
S 0.270 1.867 -3.190 0.1 0.2 0.4 1.634
O -0.723 2.837 -3.504 -0.1 0.0 -0.1 -0.689
O -0.060 0.448 -3.542 -0.1 0.0 0.0 -0.619
O 0.601 1.707 -1.736 -0.1 0.2 0.2 -0.522
H 5.025 1.519 -4.297 0.0 0.0 0.0 0.559
H 5.184 3.932 -4.879 0.0 0.0 0.0 0.392
H 3.147 5.332 -4.884 0.0 0.0 0.0 0.401
H 0.973 4.339 -4.210 0.0 0.0 0.0 0.528
N -7.143 2.536 -1.451 0.0 0.0 0.1 -0.501
C -6.065 1.692 -1.575 0.0 0.0 0.0 1.121
C -4.828 2.180 -2.012 0.0 0.0 0.0 -0.869
C -3.722 1.357 -2.046 0.0 -0.1 -0.1 -0.180
C -3.841 0.030 -1.649 -0.1 0.1 0.2 -0.178
C -5.070 -0.480 -1.248 0.0 0.0 -0.1 -0.858
C -6.177 0.342 -1.223 0.0 0.0 0.0 -0.806
S -2.441 -0.993 -1.516 0.1 0.0 0.2 1.663
O -2.652 -1.923 -0.438 0.0 0.0 0.0 -0.761
O -1.338 0.005 -1.219 -0.5 0.1 0.2 -0.124
N -2.237 -1.646 -2.914 0.3 0.1 -0.2 -0.641
C -1.043 -2.178 -3.214 -0.4 -0.2 0.2 0.361
N -0.982 -2.851 -4.381 0.0 0.0 0.0 -0.689
C 0.121 -3.497 -4.662 0.0 -0.1 0.0 -0.168
C 1.202 -3.593 -3.782 0.0 -0.1 0.0 -0.675
C 1.119 -2.825 -2.665 0.0 0.0 0.6 -0.332
N 0.035 -2.063 -2.366 0.3 0.1 -0.8 0.340
H -7.098 3.445 -1.874 0.0 0.0 -0.1 0.205
H -8.059 2.142 -1.337 0.0 0.0 -0.1 0.202
H -4.737 3.215 -2.316 0.0 0.0 0.0 0.320
H -2.770 1.743 -2.386 0.0 0.0 0.1 0.407
H -5.151 -1.519 -0.960 0.0 0.0 0.1 0.474
H -7.138 -0.054 -0.916 0.0 0.0 0.0 0.294
H 0.154 -3.981 -5.633 0.0 0.0 0.0 0.414
H 2.088 -4.165 -4.006 0.0 0.0 0.0 0.406
H 1.920 -2.789 -1.941 0.1 0.1 -0.1 0.547
C 1.226 -2.523 4.662 0.0 -0.1 0.0 -1.663
C 1.554 -2.220 3.188 0.0 0.0 0.0 2.451
C 1.036 -3.387 2.327 0.0 0.0 0.1 -1.766
C 3.082 -2.199 3.016 0.0 0.0 0.1 -2.069
Si 0.786 -0.530 2.729 0.1 0.0 -0.3 -1.253
Br 1.243 -0.562 0.421 0.4 -0.3 0.2 0.002
C 1.815 1.000 3.236 0.1 0.0 0.1 2.662
C 2.113 0.890 4.745 0.0 0.1 0.0 -1.849
C 1.048 2.304 2.974 0.0 0.0 0.0 -1.907
C 3.157 1.145 2.495 0.0 -0.1 0.1 -1.794
C -1.082 -0.369 3.000 -0.1 0.0 0.2 2.955
C -1.729 0.686 2.090 0.0 0.0 0.0 -1.764
C -1.801 -1.701 2.752 0.0 0.0 0.0 -2.091
C -1.328 0.030 4.471 0.0 0.0 0.0 -1.891
H 1.679 -3.482 4.933 0.0 0.0 0.0 0.531
H 0.153 -2.609 4.837 0.0 0.0 0.0 0.292
H 1.619 -1.769 5.346 0.0 0.0 0.0 0.287
H 1.561 -4.294 2.644 0.0 0.0 0.0 0.561
H 1.238 -3.239 1.268 0.0 0.0 0.0 0.285
H -0.029 -3.567 2.439 0.0 0.0 0.0 0.334
H 3.466 -3.205 3.209 0.0 0.0 0.0 0.607
H 3.571 -1.524 3.719 0.0 0.0 0.0 0.353
H 3.381 -1.920 2.005 0.0 0.0 0.0 0.298
H 1.212 0.764 5.349 0.0 0.0 0.0 0.293
H 2.603 1.811 5.074 0.0 0.0 0.0 0.557
H 2.786 0.063 4.970 0.0 0.0 0.0 0.330
H 0.138 2.391 3.566 0.0 0.0 0.0 0.341
H 0.789 2.416 1.919 0.0 0.0 0.0 0.236
H 1.696 3.143 3.247 0.0 0.0 0.0 0.628
H 3.824 0.298 2.640 0.0 0.0 0.0 0.304
H 3.662 2.034 2.882 0.0 0.0 0.0 0.555
H 3.018 1.280 1.424 0.0 0.1 0.0 0.306
H -1.571 0.465 1.038 0.0 0.0 -0.1 0.049
H -1.371 1.695 2.282 0.0 0.0 0.0 0.252
H -2.808 0.677 2.272 0.0 0.0 0.0 0.578
H -1.689 -2.049 1.726 0.0 0.0 0.0 0.314
H -2.871 -1.548 2.923 0.0 0.0 0.0 0.631
H -1.472 -2.482 3.437 0.0 0.0 0.0 0.421
H -0.931 1.015 4.715 0.0 0.0 0.0 0.317
H -0.905 -0.686 5.179 0.0 0.0 0.0 0.337
H -2.409 0.060 4.642 0.0 0.0 0.0 0.549
```
Forces are in eV/Å.

Calculated values
total energy	-200080.1466	eV
HOMO-LUMO gap	6.9	eV
energy relative to the best compared isomer or geometry (same formula, charge and spin)	5.5	kcal per mole
highest occupied orbital energy	-8.314	eV
F_max	1.35	eV/A
LUMO energy	-1.46	eV

---

No. 5
Density functional theory data (wB97M-V/def2-TZVPD) for a molecular structure, C40H43F11N2O6S2SeTi.

Geometry as XYZ:
```
106
Properties=species:S:1:pos:R:3:forces:R:3:mulliken_charge:R:1
Ti 1.076 -0.898 0.998 0.5 0.1 -0.5 0.494
C 1.927 1.477 -1.136 -0.1 0.0 -0.1 -1.548
C 1.866 1.852 0.329 0.3 0.0 0.1 2.789
C 0.515 2.603 0.431 -0.1 0.1 0.0 -1.651
C 0.073 2.748 -0.827 0.0 0.0 0.1 -1.401
C 0.936 2.057 -1.806 0.1 0.0 0.0 -0.100
C 0.657 2.026 -3.285 0.0 0.0 0.0 2.286
C 1.640 1.101 -3.999 0.0 0.0 0.0 -1.837
C 0.788 3.449 -3.842 0.0 0.0 0.0 -1.851
C -0.773 1.518 -3.513 0.0 0.0 0.0 -1.852
C -0.346 2.936 1.657 0.0 0.0 -0.1 3.062
C -1.622 3.644 1.187 0.0 0.0 0.0 -2.476
C -0.785 1.639 2.359 0.0 0.0 0.1 -1.138
C 0.299 3.835 2.715 0.1 0.1 0.0 -1.782
C 3.209 2.612 0.665 0.0 0.0 0.0 2.046
C 4.389 1.725 0.224 0.0 0.0 0.0 -1.541
C 3.263 3.929 -0.111 0.0 0.0 0.0 -1.998
C 3.394 2.920 2.154 -0.1 0.0 0.0 -1.468
H 2.726 0.884 -1.548 0.0 0.0 0.0 0.656
H -0.837 3.254 -1.107 0.0 0.0 0.0 0.780
H 2.663 1.473 -3.921 0.0 0.0 0.0 0.337
H 1.389 1.029 -5.059 0.0 0.0 0.0 0.453
H 1.613 0.095 -3.575 0.0 0.0 0.0 0.147
H 1.810 3.814 -3.733 0.0 0.0 0.0 0.359
H 0.124 4.141 -3.321 0.0 0.0 0.0 0.305
H 0.528 3.467 -4.902 0.0 0.0 0.0 0.463
H -0.910 0.530 -3.071 0.0 -0.1 0.0 0.162
H -0.978 1.444 -4.582 0.0 0.0 0.0 0.560
H -1.515 2.190 -3.078 0.0 0.0 0.0 0.313
H -2.212 3.007 0.527 -0.1 0.0 0.0 0.361
H -1.397 4.576 0.665 0.0 0.0 0.0 0.450
H -2.240 3.882 2.053 0.0 0.0 0.0 0.468
H -1.275 0.948 1.671 0.0 0.0 -0.1 -0.197
H -1.500 1.876 3.150 0.0 0.0 0.0 0.728
H 0.056 1.143 2.842 0.0 0.0 0.0 -0.390
H 0.721 4.742 2.279 0.0 0.0 0.0 0.313
H 1.068 3.319 3.282 0.1 0.0 0.0 0.192
H -0.471 4.136 3.428 0.0 0.0 0.0 0.490
H 4.521 1.728 -0.858 0.0 0.0 0.0 0.298
H 4.275 0.692 0.557 0.0 0.0 0.0 0.130
H 5.312 2.102 0.664 0.0 0.0 0.0 0.531
H 3.251 3.772 -1.189 0.0 0.0 0.0 0.270
H 4.188 4.448 0.145 0.0 0.0 0.0 0.584
H 2.429 4.581 0.154 0.0 0.0 0.0 0.235
H 3.030 2.116 2.789 0.0 0.0 0.0 -0.352
H 2.894 3.840 2.440 -0.1 0.0 0.0 0.233
H 4.455 3.050 2.370 0.0 0.0 0.0 0.641
F 2.934 -3.719 4.807 -0.1 0.1 0.1 -0.225
C 2.029 -3.631 3.844 0.1 -0.1 0.0 0.681
F 2.664 -3.530 2.677 0.0 0.2 -0.1 -0.219
F 1.311 -4.744 3.826 -0.2 0.1 0.0 -0.246
S 0.911 -2.140 4.133 -0.3 -0.2 -0.4 1.104
O 0.739 -1.636 2.704 0.1 -0.2 0.4 -0.885
O -0.296 -2.678 4.648 0.0 0.0 0.1 -0.673
N 1.655 -1.159 5.007 0.4 0.0 0.2 -0.778
S 2.337 0.237 4.429 0.0 -0.1 -0.1 0.931
O 1.830 0.655 1.163 -0.2 -0.1 -0.2 1.119
O 2.031 1.329 5.342 0.0 0.1 0.1 -0.690
C 4.102 -0.232 4.829 0.1 -0.1 0.0 0.604
F 4.295 -0.650 6.071 -0.1 0.1 -0.1 -0.217
F 4.475 -1.203 3.978 -0.1 0.0 0.0 -0.239
F 4.884 0.830 4.600 -0.1 0.0 0.1 -0.219
F 0.809 -7.355 -1.723 0.0 -0.1 0.0 -0.324
C 1.277 -6.158 -1.392 0.0 0.1 0.0 0.687
C 0.562 -5.346 -0.528 0.1 0.0 -0.1 -0.284
F -0.601 -5.751 -0.031 -0.1 0.0 0.0 -0.358
C 1.074 -4.105 -0.208 0.0 0.0 -0.1 0.115
F 0.338 -3.322 0.615 0.1 0.0 0.2 -0.536
C 2.267 -3.622 -0.708 -0.1 0.0 0.0 0.142
Se 2.948 -1.886 -0.303 0.1 0.0 0.3 -0.224
C 2.961 -4.458 -1.571 -0.1 -0.1 0.0 0.313
F 4.117 -4.061 -2.104 0.0 0.0 0.0 -0.339
C 2.481 -5.712 -1.913 -0.1 0.1 0.1 0.285
F 3.166 -6.488 -2.746 0.0 0.0 0.0 -0.307
C -5.333 2.140 -0.736 0.0 0.0 0.0 -1.745
C -5.062 0.835 -0.034 0.0 0.0 0.0 1.391
C -5.373 0.720 1.313 0.0 0.0 0.0 -1.046
C -5.201 -0.482 1.984 0.0 0.0 0.0 -0.892
C -4.696 -1.572 1.308 0.0 0.0 0.0 -0.649
C -4.363 -1.468 -0.039 0.1 0.1 0.1 -0.185
N -3.892 -2.644 -0.672 -0.1 -0.1 0.0 0.140
C -2.852 -2.822 -1.554 0.0 0.0 0.0 -0.322
C -3.005 -3.788 -2.565 0.0 0.0 0.0 -0.622
C -2.022 -4.013 -3.499 0.0 0.0 0.0 -0.983
C -0.842 -3.268 -3.486 0.0 0.0 0.0 -1.157
C -0.659 -2.341 -2.485 0.0 0.0 0.0 -0.248
C -1.630 -2.126 -1.493 0.0 0.0 0.0 0.436
C -1.224 -1.376 -0.294 0.0 0.1 0.1 0.786
O -1.755 -1.383 0.794 0.0 0.0 -0.1 -0.554
O -0.033 -0.729 -0.422 -0.6 0.1 -0.2 1.478
C -4.547 -0.268 -0.734 0.0 -0.1 0.0 1.280
C -4.235 -0.157 -2.201 0.0 0.0 -0.1 -1.516
H -5.729 2.871 -0.033 0.0 0.0 0.0 0.398
H -6.067 2.017 -1.534 0.0 0.0 0.0 0.432
H -4.435 2.563 -1.188 0.1 0.0 0.0 0.251
H -5.768 1.580 1.839 0.0 0.0 0.0 0.363
H -5.439 -0.560 3.036 0.0 0.0 0.0 0.407
H -4.507 -2.504 1.824 0.0 0.0 0.0 0.421
H -4.474 -3.453 -0.536 0.0 0.0 -0.1 0.291
H -3.937 -4.338 -2.614 0.0 0.0 0.0 0.522
H -2.182 -4.762 -4.264 0.0 0.0 0.0 0.433
H -0.078 -3.427 -4.234 0.0 0.0 0.0 0.560
H 0.268 -1.787 -2.421 0.0 0.0 0.0 0.549
H -4.447 -1.084 -2.731 0.0 0.0 0.0 0.280
H -3.180 0.076 -2.375 0.0 0.0 0.0 0.148
H -4.817 0.633 -2.671 0.0 0.0 0.0 0.586
```
Forces are in eV/Å.

Calculated values
total energy	-197469.0873	eV
HOMO-LUMO gap	7.3	eV
energy relative to the best compared isomer or geometry (same formula, charge and spin)	51.3	kcal per mole
highest occupied orbital energy	-8.260	eV
F_max	0.72	eV/A
LUMO energy	-0.97	eV